Entry 1:
The following is a quantum chemistry calculation of a molecular structure, C33H39BCl2N2O2S4SbTl, from OMol25.

E_HOMO ... -1.97 eV
E_LUMO ... 0.1449 Eh
Charge ... -2
ΔE to the lowest compared entry with this formula, charge and spin ... 4.2 kcal per mole
HOMO-LUMO gap ... 0.217 Eh

```
85
C33H39BCl2N2O2S4SbTl (the ωB97M-V functional and the def2-TZVPD basis)
C 3.314 2.723 3.764
H 4.086 -2.556 3.785
C -1.913 -4.054 -2.940
H -2.663 -0.914 1.755
H 5.296 2.574 2.926
H -3.880 -4.487 2.026
H 4.661 -2.877 2.155
C 1.365 -2.400 4.416
H -1.929 -2.025 5.055
C -2.538 -2.911 2.640
C 0.438 -3.163 -2.521
Sb -2.019 2.340 -1.241
H 2.404 -3.250 1.330
H 3.944 -0.456 -1.485
H -2.449 -2.208 0.578
C -2.926 -1.945 1.522
B 0.070 -2.514 -0.055
N 0.262 -3.434 -1.134
H 0.101 -5.491 1.416
H 2.706 -1.893 -4.676
H -2.013 -5.680 -4.373
C 2.851 -4.791 2.765
C 2.574 -3.324 2.406
C 1.796 -2.359 -4.319
C 0.146 -4.680 0.711
C -1.135 -2.715 3.196
N -0.004 -3.352 1.113
C 3.298 -0.774 -2.301
C -1.023 -2.261 4.509
C 2.580 0.739 1.817
H 2.314 -2.095 -0.984
H 3.667 -1.455 2.452
H 1.282 2.644 4.392
H -3.199 -2.697 3.487
S -2.884 3.083 0.730
H -0.283 1.320 3.709
H -4.005 -1.985 1.352
H 2.504 -0.030 -2.394
C 0.209 -2.081 5.109
H 3.069 -4.873 3.834
H -3.182 -3.399 -4.587
H 2.002 -5.438 2.548
H 3.880 -0.774 -3.227
H -2.986 -5.940 -2.919
C 0.815 -2.723 -5.224
C 4.276 2.219 2.882
H -1.942 -3.955 -1.854
H -2.521 -5.064 3.006
H -2.276 -4.616 1.310
C 1.307 -2.866 3.109
Cl 3.787 3.931 4.944
H 0.270 -1.695 6.120
C 2.029 2.260 3.706
S -2.499 0.018 -1.520
C 0.260 0.872 2.854
H 3.716 -5.163 2.210
H 4.604 -2.935 -1.235
C -0.370 -3.278 -4.772
H -1.228 -6.127 -2.856
Tl -0.130 -0.337 -0.341
C -2.039 -5.540 -3.289
O -0.352 0.104 2.133
C -2.813 -4.359 2.224
H -2.995 -2.201 -3.292
Cl 5.153 0.651 0.897
H 0.961 -2.547 -6.283
C 0.046 -2.975 2.495
C 1.644 1.294 2.766
C 3.813 -2.495 2.728
O 2.320 -0.168 0.995
C 0.303 -4.731 -0.624
H -4.025 -3.618 -3.053
H 3.432 -4.193 -1.666
S 0.388 1.958 -0.853
C 3.833 -3.218 -1.955
H 0.434 -5.590 -1.263
C -0.586 -3.494 -3.417
H -1.153 -3.520 -5.481
H 2.326 -2.269 4.896
H 4.300 -3.322 -2.939
C 1.630 -2.564 -2.953
C -3.095 -3.266 -3.505
S -2.291 3.572 -3.129
C 3.921 1.273 1.964
C 2.730 -2.157 -1.989
```

Entry 2:
The following is a quantum chemistry calculation of 5 unconnected molecules or ions with the total composition C33H39BF32N2O5S, from OMol25.

E_HOMO ... -9.27 eV
E_LUMO ... 0.0088 Eh
HOMO-LUMO gap ... 0.350 Eh
SMILES ... CB(O)[C@@](C#N)(CCC(C)C)[C@@H](C#N)CCCS.FC(F)C(F)(F)COC(F)(F)C(F)F.FC(F)C(F)(F)COC(F)(F)C(F)F.FC(F)C(F)(F)COC(F)(F)C(F)F.FC(F)C(F)(F)COC(F)(F)C(F)F

```
113
C33H39BF32N2O5S (the ωB97M-V functional and the def2-TZVPD basis)
F -2.387 -5.059 -1.537
H -5.012 -3.532 -4.484
C 1.692 5.113 6.485
H 0.562 -1.552 2.895
F -11.025 -6.905 -8.344
F 2.519 8.956 2.157
H -7.600 -9.679 -7.768
C -6.228 -5.567 -8.191
F 1.185 8.359 10.034
C -0.871 -3.813 -2.905
C -1.132 -4.529 -4.246
C -7.728 -8.735 -8.306
F -6.941 -7.011 -9.976
C -0.502 -1.304 0.931
F 4.732 7.322 2.261
O 2.239 -4.811 1.259
C 4.334 0.011 0.474
C 4.117 7.561 1.074
F -4.155 -3.612 -2.697
F -3.964 -5.675 -5.576
F 3.282 6.525 0.866
H -0.825 7.534 0.797
O -2.398 -4.284 -4.872
F 0.442 -3.433 -2.907
F 0.853 6.854 1.607
H -1.004 -1.982 0.122
C -9.074 -8.151 -7.830
F 2.775 4.227 8.413
C 4.005 5.935 7.339
H 5.490 0.106 0.401
C 3.726 1.443 0.901
H 2.307 -1.703 -1.154
H 4.113 -3.678 3.729
H 0.846 -0.019 -0.329
C -6.185 -6.944 -8.861
C 1.922 -1.967 -0.102
C 0.083 7.000 0.506
F -5.908 -4.588 -9.073
H -0.900 -5.597 -4.201
H 3.320 3.736 4.117
H 2.603 7.232 10.866
C 3.971 1.829 2.448
H 1.696 -5.324 1.899
C 3.003 4.771 7.193
O 4.025 6.613 8.602
O -6.549 -7.990 -7.979
C -9.865 -7.366 -8.877
H 3.134 1.307 3.065
F -7.464 -5.278 -7.725
H -0.593 0.905 1.445
H 4.961 1.418 2.880
C 0.825 7.747 -0.607
C -4.601 -4.270 -3.790
C 2.988 -3.547 3.469
F 4.315 9.876 1.353
H -0.459 -5.529 -1.628
C 3.181 -2.399 0.807
C -3.486 -5.085 -4.453
C 5.414 -1.792 1.976
B 2.776 -3.615 1.860
F -8.863 -7.406 -6.717
F 0.895 4.016 6.413
H -7.748 -9.023 -9.361
H 4.884 7.553 0.295
C 0.984 -0.813 0.511
F -9.197 -6.284 -9.323
O 1.232 9.044 -0.214
H 1.873 5.460 5.464
F -0.845 -3.915 -0.535
F -5.607 -5.077 -3.375
H 1.255 -2.913 -0.201
H 3.955 6.636 6.501
C 4.245 -3.096 -0.215
F -1.588 -2.663 -2.870
C 3.385 8.903 1.115
H 4.290 2.236 0.261
C -0.366 -2.022 2.376
H 2.569 -2.598 3.963
C -1.109 -4.650 -1.648
H -0.406 -4.120 -4.954
H 2.613 1.555 0.597
H -10.119 -7.996 -9.734
C 2.642 9.299 -0.177
H 2.450 -4.454 3.962
F -0.005 7.923 -1.663
N 5.118 -3.523 -0.949
C 2.088 7.356 9.910
H -1.261 -1.867 3.071
H 3.993 -0.213 -0.613
F -3.033 -6.087 -3.675
H -0.187 -3.138 2.186
C 3.085 7.655 8.786
H 1.412 -0.248 1.409
H -5.531 -5.518 -7.351
S 3.754 3.673 2.780
H 5.001 5.489 7.265
F 1.384 6.229 9.664
H -2.019 -0.018 2.146
H -1.942 0.416 0.271
F 3.808 8.754 9.105
F 0.983 6.053 7.139
F 3.629 3.798 6.462
F -9.846 -9.206 -7.432
F 1.886 7.064 -1.082
C 3.977 -1.186 1.509
H 3.145 8.933 -1.077
F 2.486 7.935 7.612
C -1.362 0.067 1.194
F -4.918 -7.215 -9.255
H 2.714 10.388 -0.247
F -0.261 5.752 0.103
N 6.511 -2.146 2.355
H 3.384 -0.843 2.433
```

Entry 3:
The following is a quantum chemistry calculation of a molecular structure, C33H39CoN7O5S3, from OMol25.

<S²> ... 4.135
E_HOMO (alpha / beta) ... -0.75 / 0.32 eV
E_LUMO (alpha / beta) ... 0.0935 / 0.0935 Eh
Charge ... -2
Spin multiplicity ... 4
HOMO-LUMO gap (alpha / beta) ... 0.121 / 0.082 Eh

```
88
C33H39CoN7O5S3 (the ωB97M-V functional and the def2-TZVPD basis)
S 6.176 16.039 9.933
H 10.522 16.751 11.572
C 15.712 14.824 6.814
H 6.798 10.621 10.048
H 8.352 17.827 4.283
C 10.503 17.459 4.336
H 4.875 11.848 9.000
C 13.462 12.035 10.131
H 8.038 8.426 10.118
C 12.955 11.271 13.754
C 8.909 15.426 13.127
Co 9.318 12.792 11.513
H 12.522 14.171 11.679
N 9.818 12.800 9.793
C 12.156 13.581 12.446
H 9.359 15.848 10.634
H 8.140 6.966 7.966
H 10.631 9.787 11.665
C 16.085 14.617 8.154
N 9.933 14.750 12.316
C 7.502 8.688 9.162
C 10.528 10.802 15.038
H 8.730 14.862 14.116
C 7.677 12.787 9.094
C 6.787 9.871 9.204
C 10.283 15.720 11.225
H 11.461 14.106 9.472
H 13.005 16.877 3.620
H 4.549 11.638 7.241
H 14.083 12.917 10.300
O 7.086 14.850 10.802
C 6.017 9.388 6.994
O 6.677 16.089 8.592
C 9.032 17.148 6.221
C 11.992 12.103 10.394
H 13.620 11.823 9.045
N 9.008 12.696 8.766
H 14.716 15.655 4.391
H 16.368 14.278 6.040
N 14.021 16.288 7.572
H 9.676 11.016 15.643
O 9.229 11.503 13.245
H 11.131 15.383 10.576
C 11.611 17.048 5.212
H 11.508 12.600 8.442
C 9.248 17.489 4.919
N 11.726 12.308 11.902
H 13.865 10.750 15.491
C 13.956 15.833 5.183
C 7.540 7.877 8.040
H 11.695 11.087 10.184
H 5.505 9.738 6.111
C 14.446 15.967 8.827
N 15.450 15.171 9.206
H 9.373 16.387 13.463
H 6.622 7.581 5.998
C 11.218 13.017 9.404
H 16.986 14.047 8.422
N 10.111 16.922 7.082
O 6.492 17.102 10.786
C 11.303 16.915 6.546
H 13.917 16.549 9.662
C 12.935 10.828 15.005
H 12.179 16.819 7.213
H 12.971 13.540 13.204
S 7.018 13.171 10.653
C 10.401 11.192 13.732
C 14.588 15.680 6.491
H 8.017 17.098 6.605
C 6.715 8.191 6.957
H 11.516 8.972 12.978
H 8.001 15.613 12.588
C 11.520 9.805 12.218
C 5.377 11.545 8.040
C 6.033 10.234 8.095
H 10.653 17.752 3.198
H 10.592 13.931 13.932
H 13.802 11.426 13.125
C 12.862 16.561 4.655
H 12.386 9.700 11.575
H 13.934 11.252 10.717
H 11.461 15.377 13.528
C 11.058 14.446 13.161
H 11.670 10.286 16.705
C 11.679 11.241 12.861
C 11.723 10.616 15.676
S 6.613 12.908 7.698
O 4.781 15.624 10.078
```

Entry 4:
The following is a quantum chemistry calculation of a molecular structure, C33H39N10OPtSSeSi, from OMol25.

E_HOMO ... -9.78 eV
E_LUMO ... -0.1211 Eh
Charge ... +1
ΔE to the lowest compared entry with this formula, charge and spin ... 0.0 kcal per mole
HOMO-LUMO gap ... 0.238 Eh

```
87
C33H39N10OPtSSeSi (the ωB97M-V functional and the def2-TZVPD basis)
H 1.510 5.662 1.132
C 0.379 3.757 -4.017
C -0.461 2.090 -0.152
C -3.035 -0.377 -0.921
N 1.845 3.278 0.548
H 1.857 2.229 3.935
H -1.729 0.443 -7.915
C -1.949 -0.157 -7.043
C -1.456 -2.691 4.551
H 3.296 -3.089 3.774
C -0.601 -1.513 4.940
C 2.520 -2.331 3.618
H 1.720 -2.536 4.327
N 2.952 1.325 0.187
H -4.998 -0.118 -1.750
H -1.793 -3.217 5.442
Si 2.024 -2.512 1.835
H -4.740 2.362 -1.907
N 0.219 -1.049 -3.555
H 4.231 -3.172 1.000
C -0.702 2.914 -4.229
C 0.679 3.917 0.514
Pt 0.785 -0.682 -0.763
C -2.757 2.324 -1.088
H -2.335 -2.400 3.979
H -0.212 5.707 0.847
C 0.734 0.465 4.412
C -1.085 -1.182 -6.678
N 0.013 -3.303 -4.043
C -1.758 1.490 -0.600
H 1.283 -1.058 8.569
H 0.472 1.933 2.875
H 3.372 -2.297 -0.265
H 1.577 0.667 8.330
C 1.519 3.284 -3.377
C -0.657 1.598 -3.792
H -0.689 -2.019 7.010
C 1.284 1.455 3.428
C 3.564 -2.326 0.807
H -3.107 -1.455 -0.824
N 0.655 1.335 -0.123
C -4.086 0.370 -1.434
Se -0.585 -0.780 2.185
C -0.288 -1.328 6.278
H 1.568 -4.857 2.255
H 1.037 -4.469 0.612
N 0.518 -0.213 -2.671
H -3.763 0.890 -6.583
H -2.594 3.390 -1.130
H 2.456 1.584 -2.441
H -1.586 3.277 -4.737
H -2.731 -2.333 -3.948
H 1.932 0.968 2.698
C 0.538 -0.292 6.707
C 1.573 1.973 -2.933
C -2.516 -1.712 -4.810
C -0.076 -0.603 4.005
H 0.340 4.782 -4.361
C -3.941 1.746 -1.517
H -1.490 0.922 -3.950
N -0.517 -3.056 -5.226
C -1.374 -1.953 -5.566
C -3.367 -0.684 -5.175
H 0.061 -3.984 1.996
H -4.265 -0.501 -4.598
H 3.784 1.805 0.483
H -0.039 0.087 8.737
N 0.660 5.208 0.852
C -3.087 0.095 -6.293
H -0.664 -3.906 -5.746
C 1.795 1.996 0.214
N -1.897 0.172 -0.514
C 1.039 0.591 5.760
H 4.103 -1.422 1.105
O 1.050 -1.164 1.310
H 2.959 -1.362 3.859
C 0.284 -2.369 -3.186
N -0.500 3.364 0.157
H 2.965 0.338 -0.024
C 0.479 1.148 -3.139
C 0.862 -0.137 8.165
C 1.084 -4.098 1.633
H 1.680 1.406 6.079
H -0.186 -1.381 -7.245
H -0.890 -3.393 3.935
H 2.371 3.935 -3.231
S 0.882 -2.804 -1.585
```

Entry 5:
The following is a quantum chemistry calculation of a molecular structure, C33H39N5Tm, from OMol25.

<S²> ... 2.042
E_HOMO (alpha / beta) ... -1.99 / -2.05 eV
E_LUMO (alpha / beta) ... 0.0866 / 0.0866 Eh
Charge ... -1
ΔE to the lowest compared entry with this formula, charge and spin ... 0.0 kcal per mole
Spin multiplicity ... 3
HOMO-LUMO gap (alpha / beta) ... 0.160 / 0.162 Eh

```
78
C33H39N5Tm (the ωB97M-V functional and the def2-TZVPD basis)
H -0.315 -4.334 0.071
N 3.998 -3.573 2.501
C 0.807 -1.443 -2.424
H -2.799 -1.651 -1.535
C -1.687 4.983 1.426
C -1.191 3.741 -0.741
C -1.286 0.689 3.015
H 6.191 -3.287 -0.056
H -5.792 4.984 -1.403
H -2.192 0.608 3.636
C 4.804 -1.706 0.549
C 1.986 -2.761 -0.856
C 1.963 3.208 0.907
C -1.805 -0.498 0.755
H 3.551 -0.286 1.661
H -1.311 1.676 2.528
C -1.649 3.168 -1.944
C -0.446 -2.228 3.647
N 0.052 3.311 -0.219
H -3.957 5.527 0.119
H -3.793 0.288 0.605
H -2.509 1.517 0.510
H -0.318 -3.291 3.809
H -0.794 5.614 1.472
Tm 0.776 -0.143 0.515
H -2.526 5.572 1.818
N 1.261 -1.641 -1.149
C -1.196 -0.423 2.038
C -0.833 2.211 -2.746
C 3.886 -1.322 1.522
C 2.470 -3.584 -1.854
C 0.385 1.988 -0.128
C 5.404 -2.973 0.631
H -1.106 1.164 -2.533
H -2.821 0.461 -0.882
H 0.091 -0.625 -2.562
C -2.255 -2.412 -0.963
C -5.112 4.710 -2.213
C -0.480 -3.989 1.101
H 0.248 2.326 -2.616
N 2.789 -3.930 -4.211
C 2.533 -2.014 3.496
H 2.883 3.392 1.433
H 5.064 -1.013 -0.249
H -1.537 -2.898 -1.639
H 2.630 -3.679 -5.176
H -3.295 3.014 -3.305
C -2.940 3.473 -2.380
H 2.208 -2.954 0.202
H -0.430 -1.528 4.471
H 3.103 -4.432 -1.595
H -1.266 -4.622 1.543
C -1.585 -1.827 0.229
H -2.987 -3.180 -0.656
C -2.777 0.492 0.216
H 0.949 5.141 0.600
H -0.420 0.685 3.692
C -3.765 4.346 -1.669
C -0.731 -1.769 2.384
C -3.304 4.873 -0.464
H 0.936 -2.024 -4.488
C 4.996 -3.848 1.671
C 3.496 -2.293 2.530
H -5.547 3.874 -2.771
H 3.486 -4.639 -4.033
H 2.135 -1.004 3.564
C 1.259 -2.230 -3.468
C -0.839 -2.559 1.164
H 0.442 -4.176 1.668
C 1.018 4.072 0.467
H 5.534 -4.798 1.807
H 2.221 -2.797 4.171
H -1.069 2.370 -3.807
C 2.179 -3.266 -3.199
H -1.550 4.133 2.115
N 1.566 1.916 0.535
H -5.047 5.565 -2.899
C -2.035 4.558 0.036
```

Max |F| (computed, hartree/bohr): 0.0048; 0.1346; 0.0808; 0.0047; 0.0569
E_tot (computed, eV): -122230.20983; -146538.86876; -125649.00513; -139106.57939; -71832.58606